# 1
The following is a DFT calculation (the ωB97M-V functional and the def2-TZVPD basis) of a 2-piece molecular cluster, C21H30N3S overall in a non-equilibrium geometry.

Last column: Löwdin charge in e.
Positions of all 55 atoms, in Å:
1 C -2.698 -0.818 0.178  -0.0178
2 C -2.051 -1.731 1.217  -0.5303
3 C -2.721 -1.601 2.578  -0.0225
4 N -2.157 -3.151 0.779  0.1336
5 C -0.979 -3.629 0.566  -0.5703
6 S -0.709 -5.282 0.085  0.9692
7 C -2.059 -5.961 1.219  -0.3903
8 C -2.146 -7.433 1.093  -0.2799
9 N -2.184 -8.594 1.010  0.1486
10 C 0.186 -2.663 0.870  -0.5083
11 C 1.024 -3.238 2.020  -0.0191
12 C 1.019 -2.374 -0.369  -0.0266
13 N -0.582 -1.482 1.272  -0.0315
14 C -0.056 -0.322 1.782  -0.1181
15 C 1.010 0.384 1.323  -0.1569
16 C 1.669 1.404 2.170  -0.1283
17 H -3.760 -1.059 0.063  0.0875
18 H -2.597 0.232 0.473  0.0803
19 H -2.215 -0.964 -0.797  0.0826
20 H -3.764 -1.934 2.487  0.0922
21 H -2.228 -2.248 3.316  0.0895
22 H -2.702 -0.568 2.933  0.0751
23 H -1.778 -5.701 2.250  0.0897
24 H -3.002 -5.480 0.940  0.0770
25 H 1.382 -4.230 1.709  0.0736
26 H 1.882 -2.590 2.237  0.0857
27 H 0.423 -3.359 2.934  0.0954
28 H 1.440 -3.308 -0.761  0.0850
29 H 0.381 -1.937 -1.151  0.0960
30 H 1.838 -1.693 -0.112  0.0683
31 H -0.599 0.083 2.648  0.1246
32 H 1.418 0.228 0.328  0.0777
33 H 2.357 2.019 1.590  0.0350
34 H 0.915 2.054 2.634  0.0803
35 H 2.243 0.950 2.993  0.0851
36 C 3.212 3.413 -1.123  -0.0108
37 C 1.759 3.700 -1.071  -0.1329
38 C 1.198 4.256 0.183  -0.0119
39 C 1.010 3.713 -2.262  -0.1682
40 C -0.362 4.129 -2.305  0.0325
41 C -1.084 4.098 -3.485  -0.0324
42 C -0.476 3.717 -4.688  0.0044
43 C 0.884 3.389 -4.698  -0.0311
44 C 1.621 3.396 -3.523  0.0314
45 H 3.437 2.478 -1.648  0.1101
46 H 3.747 4.216 -1.658  0.1321
47 H 3.646 3.342 -0.120  0.0949
48 H 0.188 3.885 0.388  0.1054
49 H 1.831 3.996 1.039  0.0786
50 H 1.145 5.359 0.146  0.1366
51 H -0.850 4.467 -1.381  0.1271
52 H -2.131 4.403 -3.485  0.1250
53 H -1.042 3.731 -5.618  0.1303
54 H 1.378 3.154 -5.639  0.1243
55 H 2.686 3.154 -3.559  0.1225

The total charge is +1. The energy relative to the best compared isomer or geometry (same formula, charge and spin) comes out at 3.167 eV. The spin multiplicity is 1. The total energy comes out at -1380.3233 Ha. For the HOMO energy, the calculation gives -0.3684 Ha.

---

# 2
The following is a DFT calculation (the ωB97M-V functional and the def2-TZVPD basis) of a 2-piece molecular cluster, C4H8NO2 overall in a non-equilibrium geometry.

Last column: Löwdin charge in e.
Positions of all 15 atoms, in Å:
1 C 0.882 -0.381 -1.326  -0.2449
2 N 1.470 -1.666 -0.637  -0.0875
3 C -0.605 -0.988 0.935  -0.0764
4 C 0.864 -0.939 0.419  -0.2442
5 C -0.895 1.916 0.398  -0.6304
6 O -2.052 1.428 0.547  -0.1603
7 O -0.078 2.327 1.347  -0.1967
8 H 1.380 -0.370 -2.444  0.1410
9 H -0.192 -0.396 -1.603  0.0716
10 H 1.105 0.622 -1.077  0.0355
11 H -0.570 2.037 -0.683  0.0898
12 H -0.912 -0.083 1.529  0.0657
13 H -0.737 -1.973 1.480  0.0924
14 H -1.181 -1.142 0.052  0.0467
15 H 1.523 -0.393 1.062  0.0977

The total charge is -1. The energy relative to the best compared isomer or geometry (same formula, charge and spin) comes out at 5.316 eV. The spin multiplicity is 1. The total energy comes out at -362.3289 Ha. For the HOMO energy, the calculation gives -0.1529 Ha.

---

# 3
The following is a DFT calculation (the ωB97M-V functional and the def2-TZVPD basis) of C21H55Cu2N5O8 as an isolated structure in a non-equilibrium geometry.

Last column: Löwdin spin population.
Positions of all 91 atoms, in Å:
1 Cu 2.283 0.373 -0.469  0.0872
2 Cu -0.068 -1.804 -1.677  0.6217
3 C 0.246 -0.138 -0.455  0.0090
4 O 0.653 0.961 -0.134  0.0228
5 O -0.840 -0.466 -0.939  0.1011
6 O 1.108 -0.989 -0.665  0.1066
7 C 2.282 -4.764 -0.927  0.0008
8 C 0.942 -3.982 -1.090  0.0014
9 C 0.409 -3.239 0.132  -0.0003
10 O -0.812 -2.441 -0.220  0.0175
11 C -1.657 -2.183 0.897  0.0019
12 N 1.114 -3.149 -2.277  0.0331
13 H 2.148 -5.541 -0.174  0.0000
14 H 3.033 -4.052 -0.584  0.0000
15 H 2.650 -5.109 -1.893  0.0002
16 H 0.269 -4.824 -1.253  0.0002
17 H 1.097 -2.600 0.686  -0.0001
18 H -0.034 -3.979 0.798  0.0001
19 H -1.860 -3.099 1.452  0.0006
20 H -2.658 -1.891 0.579  0.0005
21 H -1.260 -1.393 1.536  0.0000
22 H 2.066 -2.816 -2.337  0.0011
23 H 1.184 -3.806 -3.041  0.0050
24 C 3.985 -2.585 1.045  0.0004
25 C 3.070 -1.454 0.608  0.0004
26 C 3.142 -0.355 1.649  -0.0002
27 O 2.318 0.680 1.200  0.0005
28 C 2.085 1.748 2.093  0.0005
29 N 3.500 -0.946 -0.681  0.0074
30 H 4.880 -2.330 1.613  0.0001
31 H 4.190 -3.299 0.248  0.0000
32 H 3.420 -3.149 1.787  0.0001
33 H 2.067 -1.858 0.476  0.0001
34 H 4.145 0.021 1.853  -0.0001
35 H 2.822 -0.750 2.613  0.0000
36 H 2.929 2.431 1.989  0.0001
37 H 1.873 1.336 3.079  0.0002
38 H 1.169 2.296 1.872  0.0001
39 H 4.504 -1.009 -0.590  0.0006
40 H 3.321 -1.722 -1.303  -0.0004
41 C -1.939 2.069 2.945  0.0009
42 C -0.658 1.677 2.227  0.0254
43 C -0.191 0.195 2.266  0.0095
44 O 0.038 -0.285 3.577  0.0023
45 C 0.336 -1.709 3.630  0.0010
46 N -0.752 2.134 0.862  0.2109
47 H -2.087 3.145 3.032  0.0002
48 H -1.949 1.758 3.990  0.0001
49 H -2.842 1.726 2.441  -0.0001
50 H 0.118 2.206 2.779  0.0044
51 H 0.627 0.025 1.567  0.0000
52 H -1.004 -0.314 1.749  0.0000
53 H -0.495 -2.307 3.255  0.0000
54 H 0.579 -1.987 4.655  0.0002
55 H 1.176 -1.897 2.961  0.0000
56 H -1.603 1.753 0.473  0.0079
57 H -0.084 1.620 0.305  -0.0016
58 C -3.146 -0.539 1.007  0.0006
59 C -3.349 -0.222 -0.466  0.0026
60 C -2.740 1.124 -0.892  0.0044
61 O -3.570 2.166 -0.283  0.0055
62 C -3.118 3.430 -0.687  0.0158
63 N -2.716 -1.287 -1.222  0.0063
64 H -3.365 0.320 1.641  0.0002
65 H -2.085 -0.753 1.134  0.0001
66 H -3.673 -1.410 1.395  0.0001
67 H -4.417 -0.234 -0.681  0.0003
68 H -2.698 1.198 -1.978  0.0002
69 H -1.738 1.214 -0.472  0.0020
70 H -3.015 3.435 -1.772  -0.0001
71 H -2.153 3.696 -0.254  0.0057
72 H -3.808 4.245 -0.468  0.0016
73 H -3.053 -1.238 -2.173  -0.0001
74 H -1.761 -0.972 -1.131  0.0032
75 C 0.487 4.611 -2.328  0.0193
76 C -0.107 3.384 -1.672  0.0577
77 C -0.301 2.199 -2.499  0.0003
78 O -1.389 2.441 -3.461  0.0004
79 C -1.560 1.409 -4.453  0.0001
80 N 0.738 2.952 -0.599  0.5413
81 H 1.511 4.513 -2.687  0.0000
82 H 0.480 5.517 -1.721  -0.0002
83 H -0.049 4.925 -3.223  0.0013
84 H -1.031 3.680 -1.176  0.0214
85 H -0.578 1.356 -1.867  -0.0004
86 H 0.616 1.863 -2.983  -0.0005
87 H -0.580 1.267 -4.909  0.0001
88 H -2.239 1.705 -5.252  0.0000
89 H -1.843 0.443 -4.035  0.0001
90 H 0.506 2.041 -0.229  0.0193
91 H 0.759 3.586 0.186  0.0103

The total charge is +2. The energy relative to the best compared isomer or geometry (same formula, charge and spin) comes out at 25.838 eV. The spin multiplicity is 3. The total energy comes out at -4988.0376 Ha. For the HOMO energy (spin up / spin down), the calculation gives -0.5022 / -0.5016 Ha.

---

# 4
The following is a DFT calculation (the ωB97M-V functional and the def2-TZVPD basis) of the molecule C5H4N4O2 in a non-equilibrium geometry.

Last column: Löwdin charge in e.
Positions of all 15 atoms, in Å:
1 O -1.145 -1.315 -1.874  0.1423
2 C -0.528 -0.621 -1.123  -0.4403
3 N 0.726 -0.143 -1.468  0.2151
4 C 1.380 0.815 -0.760  -0.4020
5 O 2.415 1.480 -1.297  0.1250
6 N 1.209 0.975 0.555  0.1761
7 C 0.053 0.238 1.009  -0.2716
8 C -0.458 0.302 2.321  0.0264
9 C -1.621 -0.554 2.105  -0.1338
10 N -1.807 -0.949 0.843  0.0934
11 N -0.796 -0.391 0.200  -0.0429
12 H 1.158 -0.455 -2.341  0.1851
13 H 2.984 1.747 -0.602  0.1003
14 H -0.168 0.798 3.268  0.1075
15 H -2.418 -0.928 2.815  0.1194

The total charge is 0. The SMILES is O=c1[nH]c(O)nc2ccnn12. The energy relative to the best compared isomer or geometry (same formula, charge and spin) comes out at 0.631 eV. The spin multiplicity is 1. The total energy comes out at -562.4376 Ha. For the HOMO energy, the calculation gives -0.3253 Ha.

---

| no. | molar mass (g/mol) |
| --- | --- |
| 1 | 356.559 |
| 2 | 102.113 |
| 3 | 632.790 |
| 4 | 152.113 |